# 1
The following is a DFT calculation (ωB97M-V/def2-TZVPD) of a cluster of 7 separate species, C40H78ClF3N10O9P in total at a distorted geometry.

```
142
C40H78ClF3N10O9P ωB97M-V/def2-TZVPD
C 3.58040 -3.98081 1.70205
O 2.23421 -4.43423 1.81000
C 1.49066 -4.17890 0.65508
N 0.13166 -4.62081 0.94851
C -0.23073 -5.99807 0.54468
C -0.79058 -6.14692 -0.86797
C -0.16330 -5.25166 -1.92129
O -0.39054 -3.86562 -1.72365
C -0.67627 -3.83253 1.56755
N -0.22965 -2.60212 2.00747
C 0.00889 -2.74788 3.47840
C 0.10074 -1.40343 4.18336
C 0.91199 -0.39060 3.42043
C 2.23505 -0.71782 3.07571
C 3.01783 0.18014 2.35039
C 2.48986 1.41280 1.97148
C 1.18371 1.76738 2.33708
C 0.39725 0.86225 3.06421
C -1.00668 1.29037 3.43525
C -1.01696 -3.72835 4.09603
C -2.34132 -3.83973 3.30264
C -3.14382 -5.01816 3.88895
C -3.65545 -4.82524 5.32451
C -3.16335 -5.96764 6.21951
Cl -5.44301 -4.85709 5.36106
P -3.31694 -2.24483 3.41464
N -4.84187 -2.47630 3.16143
N -1.96985 -4.24515 1.89814
C -2.95789 -3.95754 0.88836
O -2.66299 -2.66984 0.30205
C -3.55342 -2.24276 -0.61600
F -3.10045 -1.13255 -1.12618
F -4.74027 -2.04010 -0.10606
F -3.68216 -3.13559 -1.60146
H 3.88523 -3.60896 2.67545
H 4.23633 -4.80895 1.44552
H 3.67981 -3.16508 0.98914
H 1.86198 -4.76487 -0.18306
H 1.49094 -3.12938 0.37406
H 0.68488 -6.57763 0.61078
H -0.89932 -6.38538 1.30597
H -1.87618 -6.07745 -0.89831
H -0.56005 -7.16209 -1.18039
H 0.89855 -5.44548 -2.01286
H -0.58220 -5.54948 -2.88191
H -1.32941 -3.67992 -1.81407
H -0.95691 -1.91315 1.83762
H 0.97234 -3.24077 3.56425
H -0.89834 -1.05405 4.42535
H 0.59990 -1.56821 5.13434
H 2.66558 -1.66828 3.35701
H 4.03356 -0.08785 2.09852
H 3.08894 2.10563 1.39755
H 0.77702 2.72983 2.07362
H -1.22854 1.01052 4.46302
H -1.74634 0.82271 2.78787
H -1.07964 2.36977 3.36279
H -1.21071 -3.45519 5.12897
H -0.55555 -4.71633 4.11277
H -3.96672 -5.23695 3.21575
H -2.45313 -5.85680 3.84189
H -3.28174 -3.90693 5.76369
H -3.73060 -5.95868 7.14141
H -3.27838 -6.91672 5.70707
H -2.10821 -5.80111 6.43116
H -2.78528 -1.38093 2.43813
H -3.03689 -1.73018 4.69305
H -5.41858 -2.20984 3.94749
H -2.91529 -4.70840 0.10609
H -3.96187 -3.97556 1.30750
C -1.20394 6.21001 -0.83184
C -0.67640 4.99930 -0.11784
O -0.69141 4.88334 1.10797
N -0.16418 4.00481 -0.88327
C -0.06223 3.96615 -2.32822
H -1.57813 6.91038 -0.09067
H -0.41303 6.69007 -1.40304
H -2.01437 5.93837 -1.50196
H 0.16941 3.21633 -0.35137
H -0.61911 3.11261 -2.72175
H 0.98236 3.86702 -2.62858
H -0.46606 4.88107 -2.75244
C 1.58238 1.75309 6.63282
C 1.36983 0.46716 7.39526
O 1.33352 -0.61873 6.82585
N 1.22066 0.54728 8.73669
C 1.23603 1.73447 9.57377
H 1.68535 1.51652 5.57688
H 0.73248 2.42418 6.76343
H 2.48912 2.25519 6.97092
H 1.08562 -0.34690 9.18200
H 2.03924 1.66328 10.30771
H 0.28867 1.82928 10.10537
H 1.38968 2.62506 8.97527
C -0.40245 -8.18532 -4.86224
C 0.69186 -8.54949 -3.88761
O 0.85587 -7.94057 -2.83327
N 1.49844 -9.58140 -4.21414
C 1.46092 -10.41397 -5.40484
H -0.96132 -7.34508 -4.46259
H 0.01949 -7.89907 -5.82554
H -1.08457 -9.02336 -5.00543
H 2.20707 -9.77333 -3.52313
H 1.30513 -11.45617 -5.12566
H 2.40576 -10.33675 -5.94310
H 0.65817 -10.10695 -6.06526
C -2.37874 8.74585 -5.31609
C -1.79616 7.47943 -4.73428
O -1.76401 7.28915 -3.52321
N -1.30833 6.56758 -5.60628
C -1.26682 6.63943 -7.06329
H -2.72286 9.37164 -4.49884
H -1.62497 9.29003 -5.88539
H -3.22295 8.51796 -5.96730
H -0.92929 5.74634 -5.16393
H -1.83210 5.80469 -7.48163
H -0.24098 6.57305 -7.41284
H -1.70003 7.56829 -7.41548
C 2.54376 7.46986 -10.52384
C 1.71816 6.30523 -10.03269
O 0.79240 6.45499 -9.24740
N 2.03812 5.07110 -10.49627
C 3.09269 4.70488 -11.42362
H 2.16429 8.37701 -10.06506
H 3.59058 7.34501 -10.24565
H 2.46989 7.56494 -11.60747
H 1.44868 4.33972 -10.13175
H 2.66645 4.22638 -12.30647
H 3.78261 4.00490 -10.95002
H 3.64886 5.58049 -11.73831
C 3.02178 8.66977 1.09072
C 2.33290 7.42197 0.58798
O 2.14449 7.22328 -0.60396
N 1.92304 6.51598 1.50889
C 2.04986 6.56968 2.94934
H 3.28337 9.28499 0.23585
H 2.36030 9.23826 1.74523
H 3.93208 8.41553 1.63490
H 1.45719 5.71685 1.10596
H 2.62323 5.71236 3.30915
H 1.06010 6.53785 3.40872
H 2.55264 7.47915 3.26064
```

Properties
* max |F|: 0.03697 hartree/bohr
* DFT total energy: -106033.5719 eV
* total charge: +1
* multiplicity: 1

These are the Löwdin partial charges, in e, on atoms 1 to 4: C -0.06; O -0.14; C -0.17; N 0.08



# 2
The following is a DFT calculation (ωB97M-V/def2-TZVPD) of a cluster of 12 separate species, C40H79Cl22N3O6P in total at a distorted geometry.

```
151
C40H79Cl22N3O6P ωB97M-V/def2-TZVPD
C 1.47348 0.42698 -2.61783
C 1.85845 -0.29699 -1.18424
C 0.51626 -0.85927 -0.36182
C -0.14765 -1.84776 -1.48780
C -1.00735 -3.10894 -0.89140
C -0.74225 -4.39344 -1.92421
C -2.12167 -5.13513 -2.41011
N -2.25215 -4.90778 -3.90021
C -2.98701 -6.03479 -4.59742
C -2.81133 -3.54406 -4.24161
C -3.88680 -2.68194 -3.34659
O -2.42234 -2.99960 -5.42204
C 0.99582 -1.45370 1.08862
N 0.39971 -0.53061 2.17138
C 0.59934 -0.94383 3.63005
C 1.79653 -0.13245 4.40223
O 2.16177 -0.93826 5.60722
C 1.23691 -0.67337 6.72014
C -0.16197 -1.47566 7.03989
O 1.60244 0.30435 7.58907
C -0.27986 0.61685 1.74169
C -0.97928 1.80820 2.66470
P 0.00873 3.43151 2.31727
O 1.56988 3.29646 2.61329
O -0.61667 4.81608 3.23648
O -0.12244 3.92353 0.61689
C -0.23680 0.53104 0.07169
N -1.71931 0.25796 -0.21777
H 1.95437 -0.21587 -3.49852
H 1.98915 1.49210 -2.69389
H 0.32565 0.59167 -2.78172
H 2.49882 0.45490 -0.55693
H 2.52052 -1.26271 -1.39742
H -0.88634 -1.25667 -2.21492
H 0.72908 -2.22786 -2.17892
H -0.67695 -3.48582 0.16595
H -2.16739 -2.95201 -0.86851
H -0.09469 -5.20539 -1.35039
H -0.14314 -4.09674 -2.88491
H -3.05957 -4.83540 -1.77710
H -1.95763 -6.30327 -2.25459
H -2.99132 -5.93202 -5.78307
H -2.46410 -7.08514 -4.38471
H -4.10746 -6.16327 -4.22985
H -3.36436 -2.08198 -2.47148
H -4.79149 -3.31598 -2.94209
H -4.35461 -1.87203 -4.07366
H 2.13059 -1.16451 1.12754
H 0.97561 -2.60767 1.28859
H 0.74996 -2.12708 3.62518
H -0.41721 -0.68341 4.19450
H 2.77993 -0.09309 3.73238
H 1.50870 0.97789 4.65945
H -0.83469 -1.68536 6.10182
H -0.79779 -0.76697 7.75579
H -0.01476 -2.49999 7.59421
H -1.05050 1.54161 3.80262
H -2.05119 1.98553 2.18757
H -0.69582 5.59012 2.57881
H -0.96937 4.44781 0.50902
H 0.01141 1.53629 -0.47461
H -1.94291 -0.55664 0.42773
H -2.24295 1.09840 0.11787
Cl 4.90954 -3.25212 7.62160
C 4.33060 -1.82065 8.50825
C 5.11939 -1.57705 9.78530
Cl 4.81865 -2.83351 11.01182
H 3.26393 -1.95578 8.71328
H 4.44137 -0.96519 7.83507
H 4.82125 -0.62360 10.23022
H 6.19614 -1.54194 9.59307
Cl 1.01913 3.90245 -2.58728
C 0.40218 5.34329 -3.43213
C -0.27167 6.32207 -2.48328
Cl -1.79851 5.68022 -1.82734
H -0.28160 5.00962 -4.21902
H 1.26203 5.82240 -3.91001
H -0.51965 7.24472 -3.01537
H 0.37800 6.57823 -1.64073
Cl 0.26805 -6.86146 -3.87242
C 1.04138 -8.19042 -4.77033
C 0.79875 -8.09041 -6.26816
Cl -0.90475 -8.38913 -6.69516
H 0.66998 -9.13669 -4.36445
H 2.11416 -8.12992 -4.56358
H 1.39259 -8.84455 -6.79212
H 1.07788 -7.10611 -6.65651
Cl -3.34763 4.24034 1.72748
C -4.20682 5.48790 2.66332
C -5.22718 4.88947 3.61891
Cl -6.60414 4.15542 2.75948
H -4.67454 6.18118 1.95714
H -3.44832 6.03849 3.22792
H -5.63772 5.67251 4.26249
H -4.77894 4.12264 4.25815
Cl -3.27039 5.11511 -5.43895
C -4.25312 3.85568 -4.65250
C -5.74415 4.12459 -4.78251
Cl -6.25708 5.54305 -3.83470
H -3.94572 3.78942 -3.60407
H -4.00319 2.90863 -5.14023
H -6.31057 3.26957 -4.40302
H -6.03409 4.29047 -5.82462
Cl 5.34948 1.08615 -1.77255
C 5.79349 2.76626 -1.38461
C 5.05575 3.77182 -2.25465
Cl 5.58346 3.70531 -3.95482
H 6.87878 2.86395 -1.48803
H 5.53668 2.92679 -0.33317
H 5.25641 4.78704 -1.90118
H 3.97385 3.60925 -2.22902
Cl 1.27415 5.96940 7.32740
C 2.11447 4.45126 6.92797
C 2.62455 3.73277 8.16732
Cl 3.95540 4.61544 8.95675
H 2.92833 4.68513 6.23441
H 1.39238 3.81840 6.40327
H 3.01698 2.74985 7.89210
H 1.82923 3.58824 8.90499
Cl -6.23137 -5.40844 -2.14514
C -7.71118 -4.79052 -1.37136
C -8.74029 -4.32330 -2.38873
Cl -8.21546 -2.85554 -3.25111
H -7.42651 -3.98484 -0.68731
H -8.12370 -5.61112 -0.77664
H -9.67702 -4.07418 -1.88242
H -8.95037 -5.09709 -3.13351
Cl 9.11612 5.02281 -3.80196
C 8.49917 6.46365 -4.64681
C 7.82532 7.44243 -3.69796
Cl 6.29848 6.80058 -3.04203
H 7.81539 6.12997 -5.43370
H 9.35901 6.94275 -5.12470
H 7.57734 8.36507 -4.23006
H 8.47499 7.69859 -2.85542
Cl 6.01540 0.51565 4.89848
C 5.43647 1.94712 5.78514
C 6.22525 2.19073 7.06219
Cl 5.92452 0.93427 8.28870
H 4.36980 1.81199 5.99016
H 5.54723 2.80258 5.11196
H 5.92712 3.14417 7.50711
H 7.30201 2.22584 6.86996
Cl -6.01774 -6.31587 -6.06151
C -5.24441 -7.64484 -6.95941
C -5.48704 -7.54482 -8.45725
Cl -7.19054 -7.84354 -8.88424
H -5.61581 -8.59110 -6.55353
H -4.17164 -7.58433 -6.75266
H -4.89320 -8.29896 -8.98120
H -5.20791 -6.56052 -8.84559
```

Properties
* max |F|: 0.17214 hartree/bohr
* DFT total energy: -344286.1150 eV
* total charge: +1
* multiplicity: 1

These are the Löwdin partial charges, in e, on atoms 1 to 4: C -0.13; C -0.21; C -0.31; C -0.14



# 3
The following is a DFT calculation (ωB97M-V/def2-TZVPD) of a cluster of 8 separate species, C40H80F12N4O8 in total at a distorted geometry.

```
144
C40H80F12N4O8 ωB97M-V/def2-TZVPD
C -3.46627 2.10579 -3.19998
C -3.45160 0.59434 -3.23656
O -4.71977 0.00352 -2.92740
C -5.64166 -0.07833 -3.86341
O -5.62117 0.40945 -4.94910
C -6.86564 -0.83223 -3.31103
F -7.76295 -1.04499 -4.25083
F -6.48289 -2.03497 -2.81600
F -7.42577 -0.13310 -2.32185
H -2.57418 2.44204 -3.73768
H -3.35831 2.46003 -2.17478
H -4.30227 2.56084 -3.72187
H -2.76607 0.14518 -2.52210
H -3.01585 0.25882 -4.18336
C 5.51768 3.20175 2.74927
C 4.93181 4.59445 2.53899
O 3.55518 4.48187 2.17546
C 3.06861 5.40212 1.36468
O 3.69174 6.24381 0.79323
C 1.52437 5.34172 1.21149
F 1.20031 4.65337 0.10378
F 0.94155 4.75948 2.25050
F 1.05033 6.57534 1.07687
H 5.95114 2.81112 1.82038
H 4.72264 2.50020 2.99187
H 6.32157 3.25823 3.47599
H 5.46984 5.26470 1.87777
H 4.97004 5.06721 3.52824
C -3.67767 -5.70273 6.12055
C -4.03099 -4.28659 5.70468
O -3.00368 -3.85852 4.76807
C -2.89729 -2.56121 4.55463
O -3.57201 -1.70970 5.04916
C -1.71814 -2.26891 3.60357
F -1.32009 -3.36439 2.94091
F -1.99963 -1.34253 2.68523
F -0.68108 -1.81255 4.33722
H -3.31348 -6.25313 5.25707
H -4.57564 -6.18917 6.50335
H -2.93428 -5.71594 6.91521
H -4.04767 -3.56172 6.51403
H -4.98976 -4.26866 5.18686
C 2.28264 0.44901 3.59779
C 2.25153 1.83573 4.20238
O 3.15932 1.90532 5.30100
C 3.32472 3.10152 5.81938
O 2.80064 4.11056 5.44709
C 4.34604 3.11192 6.97122
F 4.59766 1.87407 7.42724
F 5.51036 3.60269 6.47794
F 3.96200 3.87474 7.98352
H 3.22217 0.35779 3.05134
H 1.45199 0.34764 2.89552
H 2.10349 -0.34684 4.32025
H 1.23278 2.08787 4.52079
H 2.43422 2.58794 3.43206
C -6.25676 2.30769 -0.00106
C -5.09311 1.96133 0.89791
N -5.48721 1.11250 2.02591
C -6.18163 -0.10089 1.63144
C -5.41720 -1.02614 0.66831
C -4.34246 0.80874 2.89767
C -3.76021 2.06392 3.52632
H -6.62492 1.42969 -0.53486
H -5.99475 3.11614 -0.68298
H -7.12662 2.64521 0.56937
H -4.24742 1.53347 0.33379
H -4.71731 2.87743 1.35519
H -6.34929 -0.70816 2.52438
H -7.14917 0.14073 1.19652
H -5.07616 -0.57277 -0.26388
H -4.51729 -1.46858 1.11521
H -6.02490 -1.91276 0.45298
H -3.55116 0.27840 2.36213
H -4.76124 0.20015 3.69884
H -3.05384 2.53939 2.84767
H -3.26532 1.76638 4.45183
H -4.54332 2.77359 3.79054
C 7.89209 -1.55983 -3.25894
C 7.34256 -1.21538 -1.88636
N 5.94153 -0.80922 -1.93847
C 4.99377 -1.92284 -2.01516
C 3.82832 -1.60550 -2.93360
C 5.55947 0.14547 -0.91510
C 5.78805 -0.28980 0.54729
H 8.95622 -1.77100 -3.19557
H 7.63758 -0.78628 -3.98534
H 7.34816 -2.42727 -3.64615
H 7.45612 -2.10025 -1.22745
H 7.93629 -0.47090 -1.34922
H 5.52018 -2.78553 -2.43167
H 4.64579 -2.24834 -1.02488
H 4.09616 -1.68573 -3.98429
H 3.03276 -2.32447 -2.70286
H 3.40365 -0.61975 -2.74365
H 4.52231 0.45928 -1.05445
H 6.15045 1.05542 -1.07479
H 5.39806 0.47832 1.21543
H 6.86810 -0.30691 0.72079
H 5.40542 -1.28565 0.75996
C 0.29707 -0.10318 -6.53384
C 0.32983 -1.41825 -5.75756
N -0.97530 -1.80193 -5.20223
C -0.81937 -2.96718 -4.34618
C -1.81816 -2.99883 -3.20669
C -2.03778 -1.95452 -6.19785
C -1.88794 -3.22153 -7.07514
H 1.32158 0.08996 -6.85844
H -0.00742 0.69224 -5.85864
H -0.33561 -0.17758 -7.41341
H 0.81148 -2.23320 -6.31808
H 0.95168 -1.22675 -4.87789
H -0.83395 -3.90442 -4.92740
H 0.19434 -3.01291 -3.93691
H -1.60503 -3.84112 -2.54269
H -1.69249 -2.09354 -2.60907
H -2.85373 -3.08290 -3.53628
H -2.10751 -1.08861 -6.85231
H -2.99718 -2.00426 -5.67703
H -2.43929 -3.09532 -8.00719
H -2.36227 -4.05830 -6.55633
H -0.85941 -3.51273 -7.27480
C -1.44754 0.75785 0.00829
C -0.32715 -0.15737 -0.48677
N 0.94607 0.16433 0.14334
C 1.62051 1.23888 -0.59484
C 2.63490 1.93541 0.28236
C 1.78371 -1.02680 0.16461
C 1.27572 -2.07361 1.16828
H -1.10705 1.79284 -0.03857
H -1.71726 0.48359 1.02756
H -2.35109 0.63477 -0.58961
H -0.60973 -1.17992 -0.22245
H -0.26222 -0.15627 -1.58964
H 0.88428 1.96094 -0.94894
H 2.09008 0.82559 -1.50729
H 2.06729 2.54065 0.99024
H 3.39190 2.56064 -0.19585
H 3.23831 1.27312 0.91061
H 1.82471 -1.50028 -0.83076
H 2.82210 -0.81948 0.43000
H 0.64523 -1.60262 1.92668
H 0.66195 -2.84479 0.70599
H 2.09937 -2.49784 1.74336
```

Properties
* max |F|: 0.03512 hartree/bohr
* DFT total energy: -97728.0390 eV
* total charge: 0
* multiplicity: 1
* energy above the lowest of the compared OMol25 structures with the same formula, charge and spin: 85.7 kJ/mol

These are the Löwdin partial charges, in e, on atoms 1 to 4: C -0.04; C -0.20; O 0.03; C -0.41



Number 2 is which compound?
C40H79Cl22N3O6P